A 3-piece molecular cluster, C25H31N2O2 overall, computed with the ωB97M-V functional and the def2-TZVPD basis.

Energy relative to the best compared isomer or geometry (same formula, charge and spin): 52.1 kJ/mol
Total energy: -33496.745 eV
Net charge: +1
Gap between HOMO and LUMO: 7.53 eV

Each line ends with the Löwdin charge.
Positions of all 60 atoms, in Å:
O: -2.07 -0.92 -3.03  0.117
C: -2.38 -0.02 -2.29  -0.444
C: -1.72 0.21 -0.95  -0.085
C: -0.58 -0.77 -0.70  -0.125
C: -0.37 -1.10 0.77  -0.310
C: 0.89 -1.97 0.97  -0.047
N: 0.49 -3.25 1.63  0.071
C: -0.21 -2.97 2.92  -0.058
C: -1.47 -2.14 2.59  -0.143
O: -1.51 -1.84 1.21  -0.092
N: -3.40 0.92 -2.56  0.101
C: -4.18 0.67 -3.74  -0.265
C: -5.10 -0.37 -3.72  -0.028
C: -5.86 -0.64 -4.85  -0.073
C: -5.72 0.14 -5.99  -0.086
C: -4.82 1.20 -5.99  -0.077
C: -4.05 1.46 -4.87  -0.029
H: -2.47 0.18 -0.16  0.128
H: -1.33 1.23 -0.95  0.131
H: -0.74 -1.71 -1.23  0.130
H: 0.37 -0.36 -1.06  0.122
H: -0.29 -0.18 1.36  0.145
H: 1.65 -1.47 1.56  0.129
H: 1.34 -2.21 0.01  0.142
H: 1.32 -3.82 1.77  0.192
H: -0.13 -3.77 1.01  0.194
H: -0.45 -3.91 3.40  0.137
H: 0.50 -2.43 3.55  0.136
H: -1.48 -1.22 3.19  0.134
H: -2.36 -2.71 2.81  0.138
H: -2.95 1.83 -2.66  0.135
H: -5.18 -0.96 -2.82  0.117
H: -6.56 -1.46 -4.83  0.105
H: -6.33 -0.09 -6.85  0.104
H: -4.73 1.81 -6.88  0.106
H: -3.34 2.28 -4.90  0.111
C: 3.56 0.24 -1.02  -0.104
C: 3.75 0.39 0.35  -0.114
C: 4.81 -0.26 0.98  -0.100
C: 5.67 -1.06 0.24  -0.088
C: 5.47 -1.21 -1.13  -0.085
C: 4.42 -0.56 -1.76  -0.087
H: 2.74 0.76 -1.51  0.098
H: 3.08 1.02 0.92  0.083
H: 4.96 -0.14 2.04  0.094
H: 6.49 -1.56 0.73  0.105
H: 6.15 -1.83 -1.70  0.107
H: 4.27 -0.67 -2.82  0.106
C: 3.00 3.24 4.00  -0.078
C: 2.05 4.19 4.35  -0.077
C: 0.70 3.89 4.25  -0.083
C: 0.30 2.63 3.82  -0.095
C: 1.25 1.68 3.48  -0.114
C: 2.60 1.99 3.57  -0.105
H: 4.06 3.48 4.07  0.108
H: 2.36 5.17 4.69  0.108
H: -0.04 4.63 4.52  0.107
H: -0.76 2.39 3.76  0.099
H: 0.94 0.70 3.15  0.069
H: 3.35 1.25 3.30  0.082